Entry 1:
This record from the Open Molecules 2025 dataset describes 3 unconnected molecules or ions with the total composition C18H41NO10P2 in a non-equilibrium geometry. The level of theory is wB97M-V/def2-TZVPD.

For the calculated total energy, the calculation gives -59871.107 eV. The HOMO energy comes out at -9.82 eV. Its strongest force on any atom is 8.97 eV/A. The SMILES is CCOP(=O)(OCC)OCC.CCOP(=O)(OCC)OCC.O=C1NCC[C@H]1CCO. Its frontier orbital gap is 8.6 eV. The calculation puts the energy above the lowest of the compared OMol25 structures with the same formula, charge and spin at 498.1 kJ/mol.

XYZ file:
```
72
C18H41NO10P2, DFT wB97M-V/def2-TZVPD
H -0.45 2.90 3.78
H -4.43 0.90 -3.84
C -2.48 2.83 -0.44
C -0.18 2.66 -4.81
H -0.49 -3.01 5.05
O 1.15 -1.00 4.71
P -2.03 2.02 -2.98
C 4.41 -2.05 -1.78
H 1.81 2.25 1.81
O -3.53 2.70 -3.25
H -0.63 -2.80 2.00
H 3.60 -2.82 -3.63
O 1.15 -3.08 -0.01
H 0.83 2.68 5.79
H 0.13 1.63 -4.61
O -0.69 0.52 5.06
C -0.23 -2.48 2.96
H 1.36 -2.93 -3.47
C -2.16 1.45 0.09
H 6.20 -2.85 -2.60
O -1.11 3.11 -3.83
H 6.23 -4.82 -1.45
O -0.41 1.09 2.80
C 3.37 -3.02 -2.52
C -0.78 2.80 -6.20
H 0.31 2.64 7.48
N 5.74 -2.71 -1.68
H 1.59 -1.60 -2.25
H 3.97 -5.30 -2.77
C 1.44 2.68 2.74
O -0.67 -1.14 3.18
H -0.87 2.91 6.18
P 0.34 -0.02 3.86
H -1.09 1.33 0.21
H -1.74 2.29 -6.27
H -0.96 0.56 7.07
H -0.56 2.95 2.03
C 3.96 -4.42 -2.05
O -2.09 0.94 -4.06
C -0.20 0.87 6.35
O -1.84 3.11 -1.68
H -2.65 1.29 1.05
H -5.31 2.39 -4.17
C -5.45 1.73 -2.14
O 4.27 -0.90 -1.35
H 5.22 -4.01 -0.15
H -0.12 -3.38 -1.64
H -0.37 -4.39 3.95
H 0.72 0.33 6.60
H -0.97 3.85 -6.42
H 1.98 2.20 3.56
H -2.13 3.58 0.27
H -2.51 0.67 -0.60
H -3.56 2.99 -0.55
H 0.71 3.29 -4.73
C -0.06 2.46 2.86
C 0.99 -3.56 -1.39
H -4.87 1.18 -1.40
H -6.39 1.20 -2.31
H 1.14 -4.69 -1.46
H -1.85 -3.41 4.03
C 0.03 2.36 6.46
C 1.82 -2.71 -2.45
C -0.76 -3.38 4.06
C -4.68 1.89 -3.43
C 5.36 -4.11 -1.28
H 0.86 -2.53 2.89
H 3.35 -4.84 -1.18
H -0.11 2.40 -6.96
H 1.67 3.75 2.75
H 1.36 -2.13 -0.13
H -5.68 2.71 -1.71
```

=====

Entry 2:
This record from the Open Molecules 2025 dataset describes 15 unconnected molecules or ions with the total composition H30O15 in a non-equilibrium geometry. The level of theory is wB97M-V/def2-TZVPD.

For the calculated total energy, the calculation gives -31199.301 eV. The HOMO energy comes out at -9.89 eV. Its strongest force on any atom is 3.12 eV/A. Its frontier orbital gap is 8.8 eV. The calculation puts the energy above the lowest of the compared OMol25 structures with the same formula, charge and spin at 228.1 kJ/mol.

XYZ file:
```
45
H30O15, DFT wB97M-V/def2-TZVPD
H 0.38 -0.06 0.17
H -0.97 -2.31 -0.26
H -0.22 -1.67 2.24
O 1.72 2.04 1.91
O -2.40 -0.13 1.79
H 2.66 0.86 0.92
O 2.52 -0.59 3.20
H -2.23 2.66 -0.50
O -0.83 2.65 2.01
O -0.31 -2.98 -0.50
H 3.15 -1.07 2.69
O 1.97 0.61 -3.03
O 1.01 2.81 -0.71
H 1.94 2.79 -0.73
H 1.47 0.32 -2.31
H -0.62 -3.38 -1.35
O 0.45 -1.24 1.71
H -1.51 2.00 1.72
H -0.73 -1.47 -3.36
H 1.65 -0.74 2.74
H 2.78 0.90 -2.61
H 2.08 2.83 1.52
H 2.40 -2.70 -0.50
H -1.37 3.16 2.60
H -2.09 -0.94 2.16
H -3.74 0.07 -3.23
H -3.16 -1.82 -0.39
O -2.81 -0.20 -3.21
H 0.72 1.93 -0.59
H -0.61 0.86 -0.41
O 0.04 -1.65 -2.84
H -3.25 1.57 -0.51
H 0.77 2.18 1.87
O -2.31 1.76 -0.67
H -3.32 -0.16 2.12
H -0.25 -1.66 -1.92
O -2.40 -1.28 -0.69
H -2.26 -0.58 -0.04
H 3.26 0.47 -0.44
O 2.50 -2.50 0.41
H 0.73 -1.83 1.05
H 2.73 -1.59 0.47
O 0.10 0.32 -0.65
O 2.99 0.12 0.42
H -2.63 -0.36 -2.27
```